Here is C30H39AuN6O9P as an isolated structure at a distorted geometry from OMol25. Energies are from ωB97M-V/def2-TZVPD.

Calculated values
Orbital gap in eV: 7.172
Energy above the lowest of the compared OMol25 structures with the same formula, charge and spin in kJ/mol: 0.00
Energy in Eh: -2649.23317
Total charge: -1

Last column: Mulliken charge in e.
CARTESIAN COORDINATES (ANGSTROEM)
Au1 -0.757 1.502 0.392  1.15
O1 -1.232 0.761 4.330  -0.73
C1 -1.411 0.528 3.154  0.41
O2 -0.704 1.248 2.285  -0.56
C2 -2.333 -0.601 2.768  0.23
C3 -2.640 -1.468 3.787  -0.60
C4 -3.445 -2.581 3.574  -0.76
C5 -3.971 -2.848 2.324  -0.41
C6 -3.718 -1.972 1.302  -0.44
C7 -2.882 -0.798 1.446  0.90
O3 -2.619 -0.031 0.500  -0.40
N1 -4.306 -2.316 -0.002  1.12
O4 -4.621 -1.421 -0.757  -0.61
O5 -4.450 -3.506 -0.264  -0.65
N2 -3.725 -3.489 4.675  1.05
O6 -4.418 -4.472 4.455  -0.67
O7 -3.249 -3.234 5.769  -0.66
H1 -2.233 -1.274 4.768  0.63
H2 -4.587 -3.719 2.156  0.61
C8 -1.371 1.926 -3.791  -1.45
C9 -1.525 2.356 -2.357  1.36
O8 -0.649 1.863 -1.596  -0.37
C10 -2.550 3.276 -1.987  0.17
C11 -3.237 3.991 -3.010  -0.84
C12 -4.148 4.963 -2.728  -0.82
C13 -4.444 5.240 -1.365  -0.30
C14 -3.841 4.555 -0.358  -0.87
C15 -2.861 3.539 -0.618  0.68
O9 -2.343 2.942 0.374  -0.74
H3 -0.700 1.071 -3.823  0.21
H4 -0.938 2.730 -4.390  0.41
H5 -2.334 1.652 -4.217  0.46
H6 -3.010 3.775 -4.046  0.33
H7 -4.632 5.512 -3.524  0.39
H8 -5.169 6.010 -1.124  0.38
H9 -4.064 4.750 0.683  0.46
N3 1.119 0.993 0.319  -0.66
P1 1.913 -0.301 -0.081  0.29
N4 3.362 0.164 -0.791  0.08
C16 3.584 -0.044 -2.228  -1.18
C17 3.063 1.112 -3.079  0.67
C18 3.720 2.417 -2.631  -1.08
C19 3.471 2.640 -1.141  -0.33
C20 3.953 1.440 -0.329  -1.00
N5 1.262 -1.451 -1.083  1.23
C21 0.373 -1.109 -2.205  -0.85
C22 -0.999 -1.749 -2.054  0.16
C23 -0.876 -3.257 -1.856  -1.20
C24 0.052 -3.563 -0.682  -0.28
C25 1.403 -2.900 -0.903  -1.08
N6 2.429 -1.218 1.219  0.73
C26 1.405 -1.464 2.254  -0.24
C27 1.572 -0.538 3.451  -0.58
C28 2.978 -0.682 4.030  -1.13
C29 4.021 -0.397 2.950  -0.35
C30 3.794 -1.301 1.740  -1.19
H10 3.130 -0.988 -2.519  0.32
H11 4.667 -0.135 -2.381  0.57
H12 1.981 1.192 -2.946  -0.58
H13 3.267 0.914 -4.136  0.49
H14 3.336 3.260 -3.213  0.45
H15 4.800 2.356 -2.817  0.36
H16 2.402 2.759 -0.953  -0.06
H17 3.986 3.541 -0.794  0.48
H18 3.695 1.580 0.718  0.22
H19 5.044 1.351 -0.407  0.53
H20 0.840 -1.458 -3.139  0.19
H21 0.280 -0.026 -2.255  -0.18
H22 -1.619 -1.517 -2.926  0.51
H23 -1.489 -1.297 -1.191  -0.41
H24 -0.459 -3.713 -2.764  0.39
H25 -1.858 -3.698 -1.693  0.48
H26 0.187 -4.642 -0.568  0.40
H27 -0.386 -3.178 0.245  -0.01
H28 1.855 -3.320 -1.813  0.43
H29 2.077 -3.082 -0.074  0.43
H30 1.492 -2.511 2.576  0.55
H31 0.416 -1.331 1.812  -0.50
H32 0.812 -0.765 4.203  0.29
H33 1.399 0.486 3.113  0.24
H34 3.119 -1.705 4.403  0.34
H35 3.109 -0.003 4.876  0.47
H36 5.034 -0.557 3.331  0.43
H37 3.937 0.649 2.640  0.15
H38 3.975 -2.341 2.054  0.45
H39 4.487 -1.073 0.935  0.48

Here is C30H39CoO9PSSi2Te as an isolated structure at a distorted geometry from OMol25. Energies are from ωB97M-V/def2-TZVPD.

Calculated values
Orbital gap (alpha / beta) in eV: 5.336 / 5.340
Energy above the lowest of the compared OMol25 structures with the same formula, charge and spin in kJ/mol: 211.43
Energy in Eh: -4813.15879
Total charge: -2
2S+1: 2

Last column: Mulliken charge in e.
CARTESIAN COORDINATES (ANGSTROEM)
Co1 -0.411 -0.396 0.129  1.24
O1 1.315 -4.182 -3.018  -0.79
S1 1.559 -3.143 -2.046  1.61
O2 2.352 -2.034 -2.475  -0.69
O3 0.144 -2.713 -1.404  -0.24
C1 2.279 -3.889 -0.625  -0.04
C2 2.993 -5.052 -0.893  -0.61
C3 3.715 -5.686 0.093  -0.62
C4 3.703 -5.145 1.380  -0.84
C5 2.987 -4.001 1.642  -0.40
C6 2.278 -3.293 0.653  0.23
P1 1.177 -1.927 1.217  1.79
C7 0.276 -2.833 2.529  0.66
C8 0.662 -2.944 3.864  -0.23
C9 -0.068 -3.732 4.741  -0.69
C10 -1.186 -4.426 4.303  -0.63
C11 -1.558 -4.343 2.966  -0.46
C12 -0.832 -3.561 2.089  -0.61
C13 2.392 -0.918 2.149  0.48
C14 3.722 -0.834 1.733  -0.72
C15 4.603 0.044 2.345  -0.71
C16 4.167 0.869 3.371  -0.70
C17 2.840 0.812 3.776  -1.01
C18 1.957 -0.061 3.162  -0.52
H1 2.965 -5.432 -1.906  0.54
H2 4.276 -6.587 -0.115  0.37
H3 4.262 -5.632 2.170  0.41
H4 2.970 -3.606 2.650  0.31
H5 1.517 -2.390 4.229  0.34
H6 0.232 -3.794 5.781  0.37
H7 -1.770 -5.015 4.999  0.34
H8 -2.432 -4.880 2.618  0.40
H9 -1.129 -3.473 1.050  -0.05
H10 4.062 -1.459 0.916  0.40
H11 5.636 0.087 2.015  0.38
H12 4.853 1.561 3.845  0.36
H13 2.479 1.465 4.561  0.43
H14 0.915 -0.066 3.455  0.51
O4 -1.410 1.577 3.501  -0.83
C19 -1.255 0.844 2.525  0.37
O5 -0.342 0.957 1.636  -0.51
C20 -2.223 -0.388 2.277  0.56
O6 -3.077 -0.692 3.108  -0.81
O7 -2.004 -0.985 1.164  -0.67
C21 -2.512 -2.440 -1.928  -0.71
O8 -1.585 -1.439 -2.301  -0.23
C22 -0.440 -1.383 -1.484  0.50
O9 0.316 -0.345 -1.651  -0.73
H15 -3.404 -2.264 -2.530  0.26
H16 -2.753 -2.347 -0.863  0.19
H17 -2.115 -3.437 -2.140  0.19
C23 -3.966 2.069 -4.601  -1.04
Si1 -3.940 3.432 -3.290  0.37
C24 -2.613 4.714 -3.710  -0.76
C25 -5.619 4.332 -3.433  -1.06
C26 -3.665 2.718 -1.595  -1.05
Te1 -1.744 1.585 -1.494  -0.10
C27 -0.813 3.288 -0.524  -1.14
Si2 1.052 3.395 -0.780  0.37
C28 1.553 5.052 0.031  -1.23
C29 2.151 2.054 -0.074  -0.34
C30 1.369 3.520 -2.646  -1.08
H18 -3.944 2.469 -5.618  0.33
H19 -4.864 1.454 -4.502  0.29
H20 -3.099 1.418 -4.467  0.31
H21 -2.736 5.117 -4.718  0.40
H22 -1.624 4.256 -3.636  0.00
H23 -2.646 5.551 -3.008  0.29
H24 -5.739 4.788 -4.421  0.26
H25 -5.713 5.126 -2.687  0.28
H26 -6.451 3.639 -3.285  0.29
H27 -4.474 2.037 -1.317  0.58
H28 -3.621 3.489 -0.824  0.45
H29 -1.051 3.203 0.538  0.65
H30 -1.284 4.187 -0.929  0.56
H31 1.278 5.044 1.088  0.31
H32 1.054 5.904 -0.438  0.27
H33 2.633 5.219 -0.030  0.30
H34 2.082 2.015 1.013  -0.07
H35 3.198 2.210 -0.355  0.59
H36 1.839 1.079 -0.458  -0.16
H37 0.849 4.365 -3.105  0.25
H38 1.013 2.603 -3.123  0.29
H39 2.436 3.620 -2.864  0.36

Here is C30H39GaNO3S2 as an isolated structure at a distorted geometry from OMol25. Energies are from ωB97M-V/def2-TZVPD.

Calculated values
Orbital gap in eV: 6.354
Energy in Eh: -4167.11604
Total charge: -1

Last column: Mulliken charge in e.
CARTESIAN COORDINATES (ANGSTROEM)
C1 -3.286 3.262 -1.046  -0.34
C2 -4.420 2.287 -0.372  -0.30
O1 -4.031 0.857 -0.446  -0.39
C3 -2.900 0.571 0.480  0.19
C4 -2.963 -1.028 0.842  -0.57
O2 -1.732 -1.639 0.247  -0.35
Ga1 -2.018 -3.536 0.052  0.45
C5 -0.227 -4.439 0.581  -0.60
C6 0.312 -3.994 2.091  -0.58
C7 1.196 -2.601 1.970  0.02
S1 1.449 -1.803 3.687  -0.14
C8 0.755 -0.067 3.690  0.11
S2 -0.974 0.068 3.700  -0.16
N1 1.521 1.231 3.721  0.18
C9 2.842 1.176 2.997  -0.05
C10 3.182 0.401 1.597  0.51
C11 4.715 0.474 0.946  -0.61
C12 5.930 1.325 1.651  -0.47
C13 5.595 2.160 3.052  -0.40
C14 4.088 2.052 3.685  -0.43
C15 0.683 2.425 3.322  -0.07
C16 -0.112 3.384 4.436  -0.40
C17 -0.999 4.706 4.050  -0.36
C18 -1.121 5.157 2.478  -0.49
C19 -0.358 4.219 1.351  -0.44
C20 0.528 2.888 1.727  0.08
C21 -2.484 -3.812 -1.975  -0.86
C22 -1.361 -2.989 -2.846  1.40
C23 -0.500 -4.047 -3.765  -1.28
O3 -1.992 -1.939 -3.666  -0.46
C24 -1.600 -0.586 -3.243  -0.09
C25 -0.028 -0.217 -3.634  0.37
C26 0.394 0.303 -5.165  -0.48
C27 1.990 0.666 -5.437  -0.28
C28 3.186 0.534 -4.307  -0.43
C29 2.742 0.029 -2.810  -0.09
C30 1.164 -0.337 -2.512  0.06
H1 -3.629 4.400 -1.059  0.32
H2 -2.311 3.203 -0.381  -0.15
H3 -2.955 2.907 -2.137  0.17
H4 -5.420 2.400 -0.975  0.26
H5 -4.610 2.559 0.767  0.28
H6 -2.922 1.267 1.425  0.33
H7 -1.907 0.844 -0.124  -0.07
H8 -3.953 -1.566 0.444  0.22
H9 -2.981 -1.150 2.009  0.05
H10 -3.218 -3.981 1.010  -0.48
H11 -0.370 -5.612 0.584  0.31
H12 0.655 -4.206 -0.171  0.18
H13 -0.583 -3.884 2.843  0.29
H14 0.997 -4.867 2.530  0.30
H15 0.689 -1.816 1.226  -0.32
H16 2.261 -2.823 1.478  0.43
H17 2.342 -0.221 1.071  0.35
H18 4.965 -0.117 -0.061  0.22
H19 7.029 1.392 1.232  0.27
H20 6.415 2.811 3.577  0.28
H21 3.863 2.654 4.677  0.27
H22 0.019 3.027 5.568  0.27
H23 -1.518 5.287 4.927  0.28
H24 -1.744 6.115 2.158  0.27
H25 -0.441 4.507 0.214  0.45
H26 1.068 2.275 0.864  0.23
H27 -2.541 -4.968 -2.227  0.23
H28 -3.532 -3.353 -2.225  0.28
H29 -0.587 -2.508 -2.082  -0.63
H30 -1.163 -4.786 -4.393  0.32
H31 0.250 -3.495 -4.490  0.28
H32 0.147 -4.722 -3.036  0.22
H33 -2.283 0.182 -3.805  0.32
H34 -1.783 -0.423 -2.086  -0.09
H35 -0.436 0.421 -5.985  0.28
H36 2.293 1.051 -6.518  0.22
H37 4.301 0.829 -4.579  0.26
H38 3.578 -0.076 -1.983  0.01
H39 0.853 -0.695 -1.416  0.06